Entry 1:
A molecular structure, C22H33FeN7O2PS2, computed with the ωB97M-V functional and the def2-TZVPD basis.

CARTESIAN COORDINATES (ANGSTROEM)
1 Fe -0.064 1.069 -0.410
2 N -0.253 -1.894 -3.696
3 C 0.137 -0.827 -2.973
4 N -0.618 -0.173 -2.177
5 C -1.980 -0.563 -2.041
6 N -2.787 0.137 -1.316
7 N -2.120 1.142 -0.729
8 C -2.781 2.152 -0.176
9 C -1.975 3.279 0.098
10 C -2.471 4.484 0.638
11 C -1.640 5.562 0.770
12 C -0.292 5.466 0.373
13 C 0.139 4.257 -0.121
14 N -0.655 3.184 -0.256
15 C -2.447 -1.767 -2.735
16 C -3.729 -2.291 -2.588
17 C -4.105 -3.441 -3.266
18 C -3.201 -4.090 -4.101
19 C -1.921 -3.585 -4.253
20 C -1.556 -2.433 -3.572
21 H 0.417 -2.352 -4.283
22 H 1.182 -0.536 -3.081
23 H -3.857 2.157 -0.051
24 H -3.514 4.535 0.935
25 H -2.022 6.492 1.174
26 H 0.390 6.303 0.453
27 H 1.174 4.120 -0.414
28 H -4.418 -1.776 -1.928
29 H -5.109 -3.832 -3.146
30 H -3.490 -4.989 -4.633
31 H -1.203 -4.085 -4.898
32 C 5.071 1.059 3.883
33 C 4.398 0.648 2.596
34 O 2.964 0.783 2.767
35 P 2.086 1.350 1.562
36 S 0.243 1.436 2.215
37 S 2.428 0.400 -0.157
38 O 2.686 2.806 1.302
39 C 2.522 3.811 2.331
40 C 3.244 5.056 1.886
41 H 6.127 0.777 3.862
42 H 4.595 0.560 4.731
43 H 5.005 2.138 4.037
44 H 4.611 -0.393 2.354
45 H 4.734 1.261 1.762
46 H 2.926 3.434 3.270
47 H 1.457 3.990 2.469
48 H 4.300 4.849 1.703
49 H 3.169 5.826 2.658
50 H 2.807 5.446 0.965
51 C -0.331 -3.806 1.693
52 C -0.702 -3.563 0.227
53 C 0.486 -3.872 -0.683
54 C -1.880 -4.443 -0.165
55 N -1.145 -2.180 -0.050
56 N -0.327 -1.132 0.488
57 H -0.034 -4.851 1.841
58 H -1.183 -3.600 2.351
59 H 0.508 -3.182 2.011
60 H 0.920 -4.844 -0.434
61 H 1.281 -3.122 -0.581
62 H 0.162 -3.888 -1.731
63 H -1.600 -5.498 -0.121
64 H -2.207 -4.209 -1.185
65 H -2.728 -4.289 0.516
66 H -2.090 -2.040 0.282
67 H 0.634 -1.345 0.254
68 H -0.368 -1.080 1.497

Cartesian forces (eV/Å) of the 6 atoms listed first:
-0.4 -0.2 0.1
-0.5 -0.3 -0.1
0.2 -0.1 0.1
-0.2 0.0 0.1
0.1 -0.4 -0.6
0.2 0.1 0.1

Summary:
- Electronic energy: -103224.778 eV
- Multiplicity: 6
- Gap between HOMO and LUMO (spin up / spin down): 5.4369 / 7.4641 eV
- Energy above the lowest of the compared OMol25 structures with the same formula, charge and spin: 0.0 kJ/mol

***

Entry 2:
A molecular structure, C22H33InN2OP3 at a distorted geometry, computed with the ωB97M-V functional and the def2-TZVPD basis.

CARTESIAN COORDINATES (ANGSTROEM)
1 In 0.372 -0.391 0.603
2 P 2.785 0.679 0.697
3 P -1.151 -0.839 2.685
4 N 1.266 -1.169 -1.330
5 N -0.920 -2.046 -0.170
6 H 0.867 -2.457 -2.958
7 H -1.616 -2.668 -2.084
8 H -0.187 -1.006 -2.867
9 C 0.339 -1.777 -2.267
10 H -0.295 -3.649 -1.409
11 C -0.688 -2.614 -1.488
12 H 2.620 -0.662 -2.836
13 H -2.523 -3.327 0.195
14 C 2.371 -0.570 -1.768
15 C -1.891 -2.518 0.601
16 C 3.246 0.106 -0.923
17 C -2.159 -2.073 1.899
18 H 4.183 0.457 -1.364
19 H -3.007 -2.517 2.420
20 H -0.563 -1.410 3.854
21 H -1.997 0.238 3.094
22 H 3.744 0.145 1.610
23 H 2.945 2.105 0.684
24 H 0.583 -3.730 0.844
25 C 1.589 -3.669 1.285
26 C 1.507 -3.812 2.783
27 C 2.481 -4.711 0.661
28 O 2.085 -2.309 1.054
29 H 1.260 -4.842 3.067
30 H 2.486 -3.577 3.210
31 H 0.770 -3.141 3.230
32 H 2.401 -4.722 -0.432
33 H 3.528 -4.549 0.946
34 H 2.176 -5.697 1.032
35 H 2.315 -2.150 0.095
36 C -2.674 0.758 -1.201
37 P -1.149 1.429 -0.492
38 C -0.363 2.383 -1.831
39 C -0.839 2.302 -3.154
40 C -0.144 2.929 -4.189
41 C 1.023 3.649 -3.919
42 C 1.480 3.765 -2.604
43 C 0.803 3.131 -1.565
44 C -1.674 2.530 0.859
45 C -0.690 3.173 1.637
46 C -1.051 3.839 2.805
47 C -2.384 3.843 3.232
48 C -3.366 3.225 2.452
49 C -3.021 2.583 1.265
50 H -2.436 0.119 -2.065
51 H -3.300 1.604 -1.521
52 H -3.205 0.155 -0.450
53 H -1.756 1.755 -3.375
54 H -0.518 2.858 -5.207
55 H 1.577 4.122 -4.732
56 H 2.371 4.354 -2.382
57 H 1.174 3.208 -0.544
58 H 0.359 3.130 1.336
59 H -0.287 4.356 3.386
60 H -2.650 4.322 4.174
61 H -4.406 3.241 2.774
62 H -3.796 2.108 0.661

Cartesian forces (eV/Å) of the 6 atoms listed first:
0.2 -0.4 -0.3
-0.1 -0.3 0.0
0.3 0.1 -0.1
-0.6 0.8 -0.3
0.1 -0.2 0.0
-0.1 0.4 0.0

Summary:
- Electronic energy: -61400.686 eV
- Multiplicity: 2
- Gap between HOMO and LUMO (spin up / spin down): 8.7715 / 3.5214 eV
- Net charge: +2
- Energy above the lowest of the compared OMol25 structures with the same formula, charge and spin: 0.0 kJ/mol